Entry 1:
Formula: C49H48Cl5N2OSY
Source: the Open Molecules 2025 dataset
Level of theory: ωB97M-V/def2-TZVPD

Element x y z (Å)
Y  0.57476  0.20507  -0.04739
Cl  1.61066  3.70699  0.97267
C  0.07504  3.58671  0.15142
C  -0.26990  2.36173  -0.40088
C  -1.45113  2.37090  -1.11010
Cl  -1.82281  0.86544  -1.95721
C  -2.29306  3.46234  -1.24850
Cl  -3.74944  3.34796  -2.16727
C  -1.92394  4.65796  -0.63986
Cl  -2.93734  6.04030  -0.77160
C  -0.71682  4.72934  0.05586
Cl  -0.21684  6.21346  0.76973
C  2.47327  1.00424  3.02222
C  3.91715  0.68198  2.62303
C  4.19634  -0.82603  2.72084
C  4.34912  1.32910  1.30009
C  5.35229  2.29543  1.36944
C  5.81135  2.94856  0.23392
C  5.25229  2.63326  -0.99264
C  4.25435  1.66301  -1.11707
C  3.74955  1.39199  -2.53956
C  2.23172  1.37039  -2.73592
C  4.36375  0.13904  -3.17940
C  3.81334  0.99406  0.03792
N  2.79321  0.00636  -0.06510
C  3.16745  -1.32303  -0.31225
C  2.22325  -2.28940  -0.45598
N  0.85271  -1.97510  -0.30016
C  -0.06289  -3.04866  -0.37773
C  -0.36974  -3.82121  0.76203
C  -1.25998  -4.88936  0.62646
C  -1.84374  -5.20730  -0.58920
C  -1.56962  -4.41712  -1.69716
C  -0.70387  -3.33080  -1.60920
C  -0.42191  -2.52031  -2.86270
C  0.61735  -3.21888  -3.74838
C  -1.68925  -2.21468  -3.66561
C  0.20417  -3.61846  2.17299
C  0.45271  -2.18832  2.65651
C  1.48316  -4.44037  2.38687
C  2.89271  -3.56806  -0.79679
C  2.50639  -4.84568  -1.10471
C  3.50870  -5.82933  -1.37524
C  4.84708  -5.54779  -1.33813
C  5.27520  -4.21980  -1.03022
C  6.62159  -3.74759  -0.95476
C  6.85881  -2.43230  -0.65486
C  5.80384  -1.49700  -0.41712
C  4.50840  -1.92984  -0.48383
C  4.28367  -3.29353  -0.78342
H  2.17935  0.41845  3.89771
H  1.78427  0.76677  2.21774
H  2.34249  2.06126  3.25648
H  4.54161  1.15308  3.38179
H  3.51731  -1.41134  2.10175
H  4.07869  -1.15301  3.75968
H  5.21567  -1.06015  2.40580
H  5.78499  2.53739  2.33704
H  6.58907  3.70113  0.30875
H  5.59476  3.14965  -1.88517
H  4.10689  2.24374  -3.11826
H  1.81467  0.42736  -2.38102
H  1.99688  1.43268  -3.80126
H  1.73950  2.20570  -2.23064
H  3.95051  -0.77082  -2.74038
H  5.44702  0.11512  -3.04534
H  4.15022  0.12545  -4.25396
H  -1.48999  -5.49087  1.50332
H  -2.51485  -6.05605  -0.67088
H  -2.03366  -4.66150  -2.64907
H  0.01410  -1.58010  -2.55346
H  0.22564  -4.17834  -4.10549
H  1.54069  -3.41519  -3.19584
H  0.86159  -2.60105  -4.61808
H  -2.12115  -3.12207  -4.09487
H  -1.45634  -1.53934  -4.49258
H  -2.46215  -1.74076  -3.05079
H  -0.55365  -4.03989  2.83396
H  1.32435  -1.75659  2.16890
H  0.65093  -2.20768  3.73275
H  -0.40833  -1.53679  2.49371
H  2.30324  -4.04717  1.78733
H  1.33538  -5.48947  2.11197
H  1.77890  -4.40097  3.44012
H  1.46132  -5.13824  -1.13841
H  3.18693  -6.83748  -1.61395
H  5.58064  -6.32000  -1.54560
H  7.44666  -4.43038  -1.13508
H  7.88298  -2.07885  -0.59814
H  6.05378  -0.46411  -0.19442
C  -3.33247  -1.93232  0.31368
S  -2.79048  -0.78961  1.56585
O  -1.53073  -0.15094  1.01605
C  -4.06659  0.43595  1.48805
C  -4.43804  0.97859  2.71496
C  -5.42887  1.95074  2.75934
C  -6.03610  2.36591  1.58206
C  -5.64476  1.82922  0.35944
C  -4.65390  0.86281  0.30363
H  -3.07644  -1.51557  -0.66060
H  -4.40702  -2.07874  0.42074
H  -2.79302  -2.86791  0.46776
H  -3.95233  0.63866  3.62600
H  -5.72222  2.38420  3.70958
H  -6.81433  3.11822  1.61393
H  -6.10948  2.16988  -0.55687
H  -4.33200  0.47049  -0.65421

Results
**Calculated total energy**: -4818.31166 Ha
**Frontier orbital gap**: 5.786 eV
**M**: 979.17 g/mol
**Highest occupied orbital energy**: -5.863 eV
**Charge**: 0


Entry 2:
Formula: H18O9
Source: the Open Molecules 2025 dataset
Level of theory: ωB97M-V/def2-TZVPD

Element x y z (Å)
O  -0.47236  0.76545  0.20575
H  0.40552  0.88056  -0.17514
H  -0.30333  0.37610  1.07110
O  -4.56965  1.62948  -0.37636
H  -3.87237  1.63317  -1.04178
H  -4.14247  1.26919  0.40895
O  -2.34301  -0.92201  1.76953
H  -2.24200  0.02521  1.91639
H  -2.76178  -0.98170  0.90347
O  1.05378  -0.69521  0.34752
H  1.75319  -0.92752  -0.27365
H  1.36463  -1.04237  1.19123
O  -1.93356  -0.60690  -1.33357
H  -2.65368  -0.01012  -1.10057
H  -1.39238  -0.09413  -1.94444
O  1.58176  -3.26071  2.83828
H  2.09921  -3.90590  3.33322
H  2.10898  -3.09298  2.04904
O  4.13536  2.32807  -0.93158
H  4.76049  1.87714  -1.51024
H  3.95369  1.68552  -0.23651
O  1.06160  -0.83859  -4.20426
H  0.44336  -1.15910  -4.87063
H  0.49524  -0.53019  -3.48794
O  0.37234  2.19424  2.00326
H  0.41593  2.03365  1.05389
H  0.68152  1.36967  2.39502

Results
**Calculated total energy**: -687.83893 Ha
**Frontier orbital gap**: 9.858 eV
**M**: 162.13 g/mol
**Structure (SMILES)**: O.O.O.O.O.O.O.O.O
**Highest occupied orbital energy**: -10.230 eV
**Charge**: 0
**ΔE to the lowest compared entry with this formula, charge and spin**: 490.6 kJ/mol


Entry 3:
Formula: C14H17HfN3Se
Source: the Open Molecules 2025 dataset
Level of theory: ωB97M-V/def2-TZVPD

Element x y z (Å)
C  1.60914  -4.51569  -0.09255
C  2.05806  -4.34212  -1.52790
H  2.45596  -4.37000  0.58868
H  1.26019  -5.54793  0.05468
H  0.80716  -3.84079  0.18535
H  2.27579  -3.31318  -1.78366
H  2.96069  -4.93978  -1.71109
H  1.29554  -4.71580  -2.22365
C  0.31694  0.92699  2.92624
C  0.26533  1.97557  3.83874
C  0.42198  3.28336  3.39993
C  0.52127  3.53799  2.04014
H  0.21732  -0.13044  3.18828
H  0.11043  1.75906  4.88786
H  0.46614  4.11055  4.09826
H  0.59446  4.55874  1.63394
N  0.50028  1.16262  1.58014
C  0.54718  2.46247  1.13088
C  0.57926  2.64689  -0.32329
N  0.42062  1.50882  -1.10538
C  0.25795  1.63205  -2.47243
C  0.72249  3.98257  -2.30374
C  0.53194  2.85179  -3.09309
H  -0.11638  0.74599  -2.98523
H  0.55556  2.87786  -4.17590
C  0.67093  3.89867  -0.91767
H  0.70316  4.77815  -0.25149
H  0.91702  4.94732  -2.75252
Hf  0.39356  -0.35294  -0.03935
C  0.27298  -1.63113  -1.78900
H  1.18906  -1.52996  -2.39447
H  -0.60109  -1.33534  -2.41371
H  0.13770  -2.69199  -1.50311
Se  -4.28548  -1.18011  1.14029
C  -2.69920  -0.96903  0.50350
N  -1.54608  -0.69704  0.21233

Results
**Calculated total energy**: -3156.79761 Ha
**Frontier orbital gap**: 6.567 eV
**M**: 484.76 g/mol
**Highest occupied orbital energy**: -15.020 eV
**Charge**: +2


Entry 4:
Formula: C17H19N3O8S
Source: the Open Molecules 2025 dataset
Level of theory: ωB97M-V/def2-TZVPD

Element x y z (Å)
C  -1.23662  5.50113  0.75161
S  -0.87497  5.97074  2.52868
O  -1.89783  7.11520  2.89548
O  0.54227  6.65372  2.65821
C  -1.06863  4.51532  3.75144
C  -1.83661  4.82205  5.16779
C  -2.01728  3.58826  6.23335
C  -1.40346  2.11020  5.87556
C  -0.58704  1.78477  4.45721
N  -0.08761  0.37873  4.28125
C  0.57294  0.27599  2.93443
C  0.77594  1.47519  1.85272
O  1.47922  1.21833  0.56071
N  2.79013  1.10206  0.89750
O  3.21331  2.14123  1.38683
N  0.26261  2.86839  2.08106
C  -0.44981  3.00918  3.39635
H  -0.53637  4.65626  0.31113
H  -2.35781  5.15176  0.68747
H  -1.09839  6.43126  0.01845
H  -2.22445  5.90540  5.38664
H  -2.58272  3.77782  7.24099
H  -1.54782  1.21674  6.65391
H  0.99436  -0.79827  2.62897
O  2.56304  -2.06954  0.54816
C  1.47462  -2.40068  0.10785
C  1.21460  -2.90092  -1.28079
C  -0.28406  -2.77421  -1.38741
C  -0.73249  -2.95089  0.03969
O  0.31919  -2.40609  0.83527
H  1.54109  -3.94210  -1.35261
H  1.72335  -2.28295  -2.02422
H  -0.73648  -3.49540  -2.07324
H  -0.54352  -1.76709  -1.73584
H  -0.86273  -4.00480  0.30707
H  -1.66441  -2.41564  0.24376
O  -1.67361  -2.66288  -5.28548
C  -0.58346  -3.20986  -5.30907
C  0.00225  -3.92983  -6.48583
C  1.12408  -4.71260  -5.85165
C  1.50825  -3.84798  -4.67956
O  0.29872  -3.21348  -4.26699
H  0.37458  -3.19519  -7.20520
H  -0.73406  -4.58925  -6.95105
H  1.95715  -4.91188  -6.53093
H  0.74229  -5.67608  -5.49256
H  2.23281  -3.07402  -4.95373
H  1.91547  -4.43809  -3.85339

Results
**Calculated total energy**: -1822.99851 Ha
**Frontier orbital gap**: 7.129 eV
**M**: 425.42 g/mol
**Structure (SMILES)**: CS(=O)(=O)c1cccc2ncc(ON=O)nc12.O=C1CCCO1.O=C1CCCO1
**Highest occupied orbital energy**: -9.087 eV
**Charge**: 0